1.
C41H41BO2P2V | ωB97M-V/def2-TZVPD

XYZ file:
```
88
Properties=species:S:1:pos:R:3
H -0.4915 3.5708 -4.2169
H -0.8768 -2.1840 -4.2086
C -2.4891 -3.2394 -0.3822
P 2.4333 0.0747 0.2595
C -1.7272 1.8336 -4.7107
H -0.0133 0.1661 -5.8587
C 0.1640 -0.4309 -4.9528
C 5.1216 -0.7889 0.3200
H 2.4002 -2.6278 1.3061
C -1.8782 -0.4471 -3.4327
H 1.4135 2.3941 -3.2781
H -2.4596 2.6475 -4.8421
H -3.7645 -4.7903 -1.1610
C -2.0607 0.2025 0.1215
C 3.7742 -1.1192 0.5570
H -0.1646 -1.9648 -1.6102
H 0.9007 0.4220 1.6103
H -3.8331 -4.2875 3.1244
C -1.1283 -1.1560 -4.5116
C 6.1287 -1.6651 0.7279
C 3.4502 -2.3605 1.1525
C 1.1072 0.8291 2.6376
H -4.6320 -5.4659 1.0751
H -2.6327 -1.0470 -2.9083
H -1.7679 -1.2810 -5.3978
C -2.0681 -2.5513 0.7627
C 3.0832 1.6344 -0.4015
C 3.6582 1.6089 -1.6837
C 0.8480 0.3767 -3.8859
C -0.3448 2.5355 -4.5637
C -2.2257 2.5719 -0.4842
C -2.5150 -2.9779 2.0345
H -2.1182 -2.4911 2.9274
H 3.1614 5.0053 0.1322
C 4.4683 -3.2172 1.5728
H 4.2658 4.9366 -2.0941
H 1.3077 1.8993 2.5265
B -0.1090 0.5571 3.5483
C 3.3111 4.0486 -0.3701
H 5.3677 0.1586 -0.1614
C -2.1438 0.9961 -3.5340
H -5.2973 1.2742 0.1861
H 6.6079 -3.5189 1.7339
C -1.6730 -1.2656 6.1232
H 0.8712 -1.2106 -5.2740
C -3.5899 2.5305 -0.2184
O -0.9196 1.5553 4.0893
H -1.7207 3.5069 -0.7275
C -3.4171 -4.2782 -0.2649
H 4.2205 -4.1550 2.0657
C -1.6843 0.9239 5.0411
C -3.4496 -4.0012 2.1422
C -2.1253 -0.6219 7.2833
H 3.7688 0.6606 -2.2121
C 4.0797 2.7918 -2.2859
C 0.5761 1.7955 -3.6540
H 1.8619 0.0413 -3.6402
C -1.4691 1.3795 -0.4432
H -0.3717 1.4665 -0.6759
P -0.9423 -1.1225 0.6539
H -2.4303 2.6031 6.1362
O -0.4323 -0.7066 4.0767
C -4.2148 1.3179 0.0924
H -4.1712 3.4533 -0.2532
H -1.5102 -2.3388 6.0813
H -2.2776 -1.2141 8.1883
C 3.9227 4.0133 -1.6280
H 1.9701 -1.0086 -1.8921
C -2.2209 1.5340 6.1534
H 1.9965 0.3191 3.0148
C -3.4535 0.1702 0.3148
H 4.5335 2.7532 -3.2778
C -3.9019 -4.6594 0.9919
C -1.3847 -0.4675 5.0337
C 2.8890 2.8708 0.2464
H -1.7508 1.2783 -5.6603
H -2.6921 1.2332 8.2319
C 0.0110 -1.0463 -1.0252
H 7.1737 -1.3971 0.5515
H 0.1077 2.6671 -5.5649
H 2.4093 2.9079 1.2235
C -2.3745 0.7486 7.3062
H -2.0904 -2.9624 -1.3597
C 1.3557 -0.5387 -1.0993
C 5.8129 -2.8638 1.3761
H -3.9481 -0.7532 0.6291
V -0.5237 0.6125 -2.5191
H -3.0521 1.3454 -3.0374
```

Summary:
* HOMO level (spin up / spin down): -12.6189 / -12.6103 eV
* ΔE to the lowest compared entry with this formula, charge and spin: 103.0 kJ/mol
* total charge: +2
* frontier orbital gap (spin up / spin down): 5.20 / 4.47 eV
* ⟨S²⟩: 0.758
* multiplicity: 2

2.
C41H41Cl64FN5O | ωB97M-V/def2-TZVPD

XYZ file:
```
153
Properties=species:S:1:pos:R:3
Cl 8.9662 5.5402 -3.0770
Cl 11.8758 -5.4750 6.6325
H -6.6736 4.3713 0.9892
Cl 12.8894 -9.5392 3.3526
C 14.0642 -4.9151 2.4387
N -7.4399 -1.7596 -1.6915
Cl 2.1804 7.4572 -7.0483
H -9.5795 -5.4856 0.6720
C 4.4122 -1.8465 0.6353
H 4.8689 -0.9500 1.1333
F -11.5285 -1.9098 1.1509
C -6.0090 1.1420 -0.2069
Cl 4.5679 0.6416 -10.7697
H 5.7214 -3.2274 -0.5388
H 0.7964 -0.7620 -3.4350
Cl 5.0247 -8.6774 -1.4620
H -4.3390 2.8816 1.1096
C 10.1694 -5.5008 -0.1269
Cl -1.5554 9.9282 5.1867
C -7.9788 -1.9524 -0.4539
Cl 1.8958 11.1437 -5.1172
C -7.9816 7.6585 9.8337
Cl -0.4351 7.5050 6.3030
Cl -9.6672 7.6947 9.2872
C -2.3293 3.8142 -0.8015
H -7.6208 -0.6824 1.2757
C -0.1424 1.1714 -2.8356
H -5.0190 0.9380 0.2659
H -1.9841 3.2419 0.0965
H 1.7004 -1.9958 -0.9764
Cl 6.7020 -11.0360 -1.4918
Cl -1.4778 2.9713 -6.1622
Cl 1.7853 10.6342 -2.2711
Cl 7.0130 7.5885 -3.6802
H -6.7861 1.9726 1.7118
C 8.6111 6.9439 -4.0978
C 14.6033 -15.0312 -0.7464
H -2.0538 0.9456 -1.7635
C 2.2718 -1.0773 -0.7017
H 5.2499 -3.8057 1.1529
H -0.8377 3.7256 -2.4974
C 3.8689 7.0556 -7.4150
H -9.2332 -2.9129 -2.8775
Cl 6.8446 -9.1318 -3.6659
Cl 8.4947 -5.4217 -0.6996
C -1.6730 3.1216 -2.0735
Cl 14.9076 -6.3734 2.9868
H -9.4796 -3.8459 1.8003
H 3.6147 -2.2591 1.3040
N -8.8009 -2.9334 -0.0435
C -9.6666 -5.2582 -0.4086
N -6.7391 -0.1227 -0.4827
C 0.5095 -0.2221 -2.4930
Cl 13.5962 -5.1088 0.7388
Cl 2.9947 8.6940 -4.0465
Cl -9.8020 10.8875 14.4285
N -7.4801 -0.8942 0.2884
Cl -10.7010 9.6726 11.9621
H 0.6817 1.9283 -2.8188
C 1.7030 9.8930 -3.8787
C 12.8143 -10.2754 1.7420
Cl -14.6893 -8.6809 -0.2198
C -9.9540 -4.9837 -3.0782
Cl 12.2184 -2.8031 7.6852
C 6.8921 -2.3260 1.1046
Cl 10.5741 -4.0086 0.7374
H -0.1401 -0.8886 -1.8766
H -4.4353 4.6540 0.9066
Cl 10.3512 -6.8817 0.9665
Cl -4.4689 6.4321 3.7027
H 1.6517 0.9801 -1.0754
C 3.6996 2.1279 -10.3506
Cl 2.5053 1.7775 -9.0875
C -9.1614 -2.8640 1.3890
C 5.5676 -2.9378 0.5289
Cl -7.5883 9.1808 10.6450
Cl 4.8540 3.3376 -9.7579
Cl 11.2557 -5.6963 -1.5152
Cl 14.0859 -11.4970 1.5894
Cl -6.5235 6.5601 5.7328
H -0.5963 1.1500 -3.8577
Cl -7.7552 6.3118 10.9610
H 2.6404 0.3258 -2.4497
Cl 2.8729 2.7555 -11.7867
C 11.0398 -3.9808 7.0850
C 6.6135 -9.3182 -1.9191
Cl -6.9133 7.4425 8.4329
C -10.1703 -6.2406 -1.3034
H 6.7398 -1.8293 2.0932
H 3.9248 -2.3066 -1.4777
H -4.0690 2.7412 -1.5699
Cl 0.1310 9.0969 -4.0829
H -7.9009 2.1159 0.2567
C -10.2882 -1.8270 1.6877
Cl -12.5852 -6.6984 -0.3928
Cl 15.7737 -13.8914 -1.4330
Cl 11.2304 -11.0403 1.5162
C -1.1818 1.6538 -1.7459
Cl 8.6223 6.4548 -5.8004
H -5.8253 1.6168 -1.2030
C -14.3008 -6.9676 -0.0069
N -10.3335 -6.2118 -2.6487
H -2.4303 3.0003 -2.8954
Cl 13.1630 -14.1475 -0.2160
C -10.7232 11.1509 12.9383
C -6.8487 2.2016 0.6195
Cl 4.7632 6.7643 -5.9077
C -6.2441 3.6243 0.2673
Cl 4.6163 8.3998 -8.2921
C -1.7344 8.7008 6.4516
Cl -15.3065 -5.9927 -1.0898
Cl -7.1894 7.0832 2.9663
Cl 7.8778 -8.4263 -1.0580
H -8.2578 -2.5630 1.9758
C -9.4660 -3.8575 -2.3522
C -6.1759 6.1193 4.0531
H 7.2572 -1.5349 0.3947
C -9.2747 -3.9624 -0.9239
Cl 3.9196 5.5915 -8.4155
Cl -12.3965 11.5677 13.3435
C -4.6695 3.6798 0.3980
H -4.2267 4.5222 -1.6173
Cl 10.2102 -3.3158 5.6653
Cl -3.3021 7.8930 6.2708
H -10.4813 -7.2017 -0.8352
Cl 0.8762 1.3458 -6.6243
H -6.6143 3.9352 -0.7471
Cl 13.0437 -9.0240 0.5106
C -6.6783 -0.6275 -1.7499
C 3.8211 -1.4472 -0.7762
Cl 0.9874 4.2177 -7.0165
C -3.9050 3.6660 -0.9631
H -0.6432 1.5986 -0.7671
Cl -14.6083 -6.4945 1.6733
Cl -6.5234 4.3954 3.8097
Cl -0.5261 2.5849 -8.8603
O -10.0543 -0.9529 2.4446
H -6.1321 -0.1732 -2.5905
Cl -1.6469 9.4740 8.0423
H 4.3271 -0.5276 -1.1705
Cl 9.8376 8.1930 -3.8331
Cl 15.3305 -15.8603 0.6404
Cl 15.1385 -3.5152 2.5988
H 2.0697 -0.7683 0.3572
Cl 14.1481 -16.2233 -1.9755
Cl 12.6180 -4.6655 3.4302
C -0.0299 2.7804 -7.1716
Cl 9.8523 -4.3278 8.3532
H -10.0431 -4.8427 -4.1834
Cl -9.9903 12.4756 12.0171
C 1.8519 0.0668 -1.6977
H 7.7051 -3.0818 1.2254
H -2.0405 4.8904 -0.7207
```

Summary:
* HOMO level: -11.5838 eV
* ΔE to the lowest compared entry with this formula, charge and spin: 225.0 kJ/mol
* total charge: +1
* frontier orbital gap: 8.37 eV

3.
C41H41N12O2Rb | ωB97M-V/def2-TZVPD

XYZ file:
```
97
Properties=species:S:1:pos:R:3
N 3.8199 -0.0881 0.7878
C 0.0401 4.4958 0.1120
C -1.8117 -2.6083 2.8556
C -0.0990 -3.9257 -4.0135
N -3.0082 -0.4739 -1.6715
C -0.1306 -2.3261 -1.7716
H -5.6683 -0.1858 1.2307
H -3.0245 -3.6714 -1.0984
H 4.1689 -1.9739 -2.5960
C 0.7911 5.2507 -2.1577
C -1.6969 4.7736 2.3931
N -2.0439 0.7043 -0.1259
C 3.7192 -1.9980 2.2359
H 0.9338 -5.1889 -5.4298
C -1.0337 -4.1732 -3.0189
C -0.0815 0.3542 2.8760
H 4.4688 -1.7440 4.2120
H -3.2078 1.5209 4.5045
H 3.4014 -3.0225 2.3818
C -1.9914 -3.6285 -0.7433
H -0.1546 -1.7171 -0.8759
H -1.8723 5.4987 1.6109
C 4.3040 -1.2804 3.2462
C -1.9749 0.3290 -1.3802
C -3.6409 0.1696 1.7108
N -5.3620 -0.3541 3.3214
H 4.6204 1.6242 1.5782
C 0.3636 4.1874 -1.3577
C -3.1603 0.0748 0.3264
H -1.2839 0.2316 5.1871
H -2.4156 -1.7980 6.1355
H -2.8506 5.8498 3.8497
H 0.2470 1.7668 -3.5296
H -2.2944 4.2561 5.6879
C 0.7970 3.7809 -4.0366
H 5.0926 0.6610 3.8124
H 1.3402 5.8617 -4.1408
N 2.8926 -2.0347 -0.0302
C -1.0277 -3.3605 -1.8723
H 1.5332 -2.7776 -4.7028
N -3.7767 -0.6640 -0.5797
C 4.6589 0.0518 3.0320
C -0.6729 2.7008 3.1059
C -1.1500 2.9769 4.3908
H -0.8615 2.3052 5.1912
C -4.9353 -0.0679 2.0131
H 2.5249 -1.5141 -0.8409
O 0.7977 -0.5379 2.7295
H -0.7559 -5.6353 -5.1571
C 0.3909 2.7821 -3.1680
H -1.7388 -4.9938 -3.1116
H -1.7726 -4.5911 -0.2703
C 2.2958 -0.0526 -4.7986
C 1.0105 5.0463 -3.5061
C 3.4419 0.5993 -2.7201
C -1.9346 4.0889 4.6774
H 3.1669 0.2975 -5.3628
H -1.8439 -3.5099 2.2431
C 4.3868 0.5851 1.7901
N 0.1834 2.9660 -1.8669
C -1.5042 -0.2887 3.0321
H -2.2858 -3.7539 4.6754
H -1.1988 0.5882 -2.0848
H -4.8338 -0.4709 5.2749
H 4.6189 -1.3546 -4.1953
C -2.1960 -1.6887 5.0778
O 0.1940 5.6979 0.4364
Rb 0.8458 0.7878 0.2331
H 2.7486 1.4330 -2.5929
C 0.8421 -1.9989 -2.7802
C -0.0688 -4.7924 -5.2507
C 3.4729 -1.3608 1.0030
N -1.5063 -1.5295 2.2730
H 1.7836 -0.7978 -5.3989
H 2.3710 -2.8624 0.2032
N 1.6426 -0.9537 -2.5230
H 4.2979 0.9487 -3.3074
C -1.9577 -0.3200 4.5349
N -0.3726 3.4591 0.8092
H 0.9218 6.2084 -1.6749
C -3.2061 0.5026 4.1033
C 3.7808 -1.6942 -3.5772
H 1.6183 0.7945 -4.6726
H 3.3574 -2.5888 -4.0353
H 0.9544 3.5635 -5.0855
N 0.1800 1.6278 2.8750
H -1.9313 -2.8487 0.0171
C -0.8933 3.6705 2.0853
H 3.7933 0.2992 -1.7312
C -2.2340 4.9777 3.6583
H -3.1430 -1.0362 -2.4937
C -2.1218 -2.7546 4.2898
N -2.7377 0.4674 2.7090
H -0.3545 -4.2224 -6.1392
C 2.7371 -0.5715 -3.4144
C -4.5476 -0.1450 4.2742
C 0.8184 -2.8862 -3.9022
```

Summary:
* HOMO level: -1.4613 eV
* ΔE to the lowest compared entry with this formula, charge and spin: 206.0 kJ/mol
* total charge: -2
* frontier orbital gap: 5.37 eV

4.
C41H42ClCoGeN5OSbSe4 | ωB97M-V/def2-TZVPD

XYZ file:
```
97
Properties=species:S:1:pos:R:3
H 1.8617 -7.2362 1.1772
H 2.6512 -4.9911 0.4850
Sb 2.6108 0.7557 2.8523
H 0.1737 -5.3365 3.9616
H -0.2067 6.7489 1.6460
C 1.0487 1.3283 -4.7554
C -3.1596 2.2991 -0.3777
H 0.8766 8.7769 0.7688
H 3.9466 -6.2689 -3.1227
C 3.8147 -4.1833 -2.6489
C -0.2641 -5.4263 1.3340
H 1.1031 6.9597 -3.0944
C 1.0674 8.0072 -1.2208
O -1.0486 -6.3755 2.0772
H 1.6190 -3.6096 0.7658
C -2.9252 4.3243 -1.6120
H 1.2215 1.4455 -5.8147
Cl 5.4267 -3.8648 -3.1840
H 1.8970 -4.9380 3.9956
C -1.0238 4.6874 3.4096
H -4.8420 4.6264 3.8094
H -4.8180 1.0541 -0.9181
C 3.0274 -3.1542 -2.1598
H 1.1267 -2.6291 -1.3723
H 0.7749 -3.7367 3.4688
C -0.1699 5.7084 -0.2182
H 3.4114 -2.1484 -2.0842
C 0.0808 6.7994 0.6035
Se 4.7170 1.8315 3.6091
H -0.7595 -4.1461 -1.2204
C 0.5531 0.0250 -2.8137
C 1.2222 -4.7254 -1.8023
H 0.0035 4.9755 -2.2242
Se -0.5450 1.4514 2.2396
H 0.0551 4.6744 3.3069
Ge -0.9527 4.0458 0.5413
C 0.3519 2.6338 0.9987
H -3.4038 4.9423 5.7891
C 0.8145 6.9315 -2.0538
H 2.8256 -6.5599 2.4790
C -4.2807 1.9714 -1.1197
H 1.2266 3.0898 1.4815
C -3.1966 4.4954 2.4446
H 1.3128 -7.3570 2.8613
C -0.0139 -1.9620 1.0875
H -2.1584 -4.4820 1.1653
Se 2.8178 0.4614 0.2476
N -0.9037 -2.9344 0.8554
H 1.6430 -6.7406 -2.3892
C 1.1424 -5.3278 2.0149
C 1.0997 2.4742 -3.9014
H -1.2392 -6.4822 -0.2060
H -1.2330 -3.9970 2.5946
H -0.6514 -5.6009 -2.1828
Se 2.5173 -1.5099 3.8072
C 0.8949 2.2694 -2.5272
C -0.1775 -5.0517 -1.3611
C -0.2758 -5.9685 -0.1265
H 0.7822 -0.7945 -4.7682
C -4.7265 2.8262 -2.1153
C -2.9606 4.8308 4.8078
H 0.9955 3.1033 -1.8417
H 0.7366 -1.9705 1.8611
H 0.3433 -0.9327 -2.3648
C -1.1701 -4.1764 1.5209
H 0.5011 -6.7295 -0.2175
C 1.8072 -6.7142 2.1316
H 1.5521 8.8952 -1.6044
C 2.0328 -5.7340 -2.3125
C 3.3245 -5.4766 -2.7327
H -3.8311 4.3404 1.5806
N -0.2340 -0.9642 0.2422
C -4.0413 4.0021 -2.3623
Co 0.5876 0.8783 0.1685
H 2.8358 -4.0085 1.9503
C -3.7653 4.6544 3.6960
H -4.3819 4.6769 -3.1383
H -2.8307 1.6260 0.4055
C -2.4652 3.4788 -0.6104
C 1.7351 -3.4363 -1.7487
N 1.4679 4.7775 -4.9222
C 2.1181 -4.4336 1.2518
H -0.5013 -7.1551 2.2225
H -2.4015 5.2503 -1.8002
N -1.7344 -2.5479 -0.1305
C 0.1983 5.7999 -1.5544
N 0.5950 1.1048 -1.9884
C -1.8180 4.5068 2.2832
C 0.7977 0.1114 -4.1780
C -1.3072 -1.3624 -0.4738
C 1.3185 3.7390 -4.4299
H -5.6086 2.5786 -2.6927
C -1.5844 4.8531 4.6617
C 0.6897 7.9382 0.1100
C 0.9706 -4.8040 3.4456
H -0.9474 4.9817 5.5258
H -1.7635 -0.7670 -1.2406
```

Summary:
* HOMO level (spin up / spin down): -0.4997 / -1.3542 eV
* total charge: -2
* frontier orbital gap (spin up / spin down): 3.88 / 4.73 eV
* ⟨S²⟩: 6.044
* multiplicity: 5

| no. | M (g/mol) |
| --- | --- |
| 1 | 689.481 |
| 2 | 2907.803 |
| 3 | 819.329 |
| 4 | 1225.417 |